## one
Computed, not measured: C5H11NOS in the gas phase, with ωB97M-V/def2-TZVPD.

```
19
C5H11NOS ωB97M-V/def2-TZVPD
C 2.14216 1.42832 -0.56548
N 2.35631 0.30264 0.31965
C 1.36445 -0.46460 0.88885
O 1.68050 -1.59179 1.23664
C -0.03763 0.06160 0.92147
C -0.76645 -0.36188 -0.38181
C -2.22613 -0.76003 0.03993
S -3.39537 -0.38878 -1.36055
H 1.18824 1.32957 -1.07370
H 2.41852 2.39488 -0.13393
H 2.85989 1.38655 -1.40144
H 3.30292 -0.02434 0.42138
H 0.00997 1.12417 1.15323
H -0.48241 -0.49220 1.74902
H -0.97194 0.47432 -1.03469
H -0.30662 -1.18948 -0.91098
H -2.28280 -1.80948 0.30925
H -2.45865 -0.15518 0.91046
H -4.39496 -1.26430 -1.08731
```

total charge	0
molar mass	133.2	g mol⁻¹
SMILES string	CNC(=O)CCCS
multiplicity	1
frontier orbital gap	0.37002	Ha
LUMO level	0.8	eV

## two
Computed, not measured: 2 unconnected molecules or ions with the total composition C5H11NOS, with ωB97M-V/def2-TZVPD.

```
19
C5H11NOS ωB97M-V/def2-TZVPD
C -1.76903 -1.28646 1.13765
C -1.46195 -0.05568 1.54491
C -0.32678 0.26333 2.48898
C -2.06188 1.12682 0.83315
H -1.23812 -2.15806 1.36846
H -2.76027 -1.41654 0.77909
H -0.52482 0.99866 3.14813
H 0.51220 0.66154 1.88144
H -0.00877 -0.58238 3.00228
H -2.94204 0.82960 0.32685
H -1.27110 1.56152 0.24130
H -2.29996 1.87213 1.59428
C 2.65235 0.18086 -3.22531
S 0.94029 -0.20082 -2.69628
N 1.31053 -1.16677 -1.42789
O 2.44588 -1.31303 -1.00515
H 3.28620 -0.11637 -2.46258
H 2.74807 1.16973 -3.31905
H 2.76921 -0.36808 -4.21029
```

total charge	0
molar mass	133.2	g mol⁻¹
SMILES string	C=C(C)C.CSN=O
multiplicity	1
frontier orbital gap	0.32434	Ha
LUMO level	0.0	eV

It is one that is the most stable of them.

## one
Computed, not measured: C5H11NOS in the gas phase, with ωB97M-V/def2-TZVPD.

```
19
C5H11NOS ωB97M-V/def2-TZVPD
C 0.44580 -0.17305 -2.31724
N 0.41660 -1.09774 -1.13377
C 0.66770 -0.43147 0.12855
C 1.33866 -1.27118 1.13005
O 1.17974 -1.14080 2.30611
C -0.84373 -0.10054 0.58646
C -0.80840 1.12775 1.47517
S -1.49812 2.64825 0.72498
H 0.81567 0.84534 -1.83849
H 1.23907 -0.62409 -3.00935
H -0.44862 -0.08778 -2.94913
H 1.09105 -1.88714 -1.25862
H 1.17082 0.50785 -0.07779
H 2.24320 -1.78898 0.71698
H -1.30660 -0.93733 1.01420
H -1.43792 0.11726 -0.39593
H 0.06308 1.29164 2.14319
H -1.63806 0.89959 2.25596
H -2.68993 2.10241 0.49868
```

total charge	0
molar mass	133.2	g mol⁻¹
SMILES string	CN[C@H](C=O)CCS
multiplicity	1
frontier orbital gap	0.34479	Ha
LUMO level	0.7	eV

## two
Computed, not measured: C5H11NOS in the gas phase, with ωB97M-V/def2-TZVPD.

```
19
C5H11NOS ωB97M-V/def2-TZVPD
C 2.61296 0.57373 0.32145
C 1.49410 0.91865 -0.58432
N 0.32028 0.13428 -0.16180
O 0.54827 -1.16469 -0.60665
C 0.75921 -1.95528 0.54752
C -0.86902 0.51544 -0.00714
C -1.01124 2.02785 0.42303
S -2.18570 -0.49337 -0.08909
H 2.66261 -0.49754 0.25045
H 2.28844 0.80637 1.34392
H 3.55932 0.96258 -0.01431
H 1.63323 0.34147 -1.69858
H 1.22272 1.99169 -0.74483
H -0.15381 -2.20594 1.18642
H 0.89942 -2.99352 0.20375
H 1.72234 -1.61833 1.04825
H -0.33371 2.35773 1.18068
H -1.12079 2.73937 -0.47331
H -1.95269 1.90520 0.92560
```

total charge	0
molar mass	133.2	g mol⁻¹
SMILES string	CCN(OC)C(C)=S
multiplicity	1
frontier orbital gap	0.31936	Ha
LUMO level	0.7	eV

It is one that is the most stable of them.

## one
Computed, not measured: 2 unconnected molecules or ions with the total composition C3H11N4, with ωB97M-V/def2-TZVPD.

```
18
C3H11N4 ωB97M-V/def2-TZVPD
C -0.50423 -1.46834 1.93892
C -2.27545 -0.08113 1.02075
N -1.13952 -0.64761 0.90739
H 0.42128 -0.96404 2.35701
H -0.15462 -2.42311 1.58911
H -1.22620 -1.58544 2.73721
H -2.91375 -0.24570 1.92691
H -2.60485 0.43862 0.11393
H -0.51696 -0.37052 0.08607
N 0.35236 -0.09857 -1.59760
C 1.18924 0.94961 -1.05284
N 2.54932 0.82257 -1.39399
N 0.70884 1.85392 -0.26254
H -0.36807 0.25346 -2.26559
H 0.86884 -0.79700 -2.05313
H 2.76894 0.58336 -2.32612
H 3.02660 1.66066 -1.04912
H -0.18178 2.11926 -0.67638
```

total charge	+1
molar mass	103.1	g mol⁻¹
multiplicity	1
frontier orbital gap	0.29822	Ha
LUMO level	-4.6	eV

## two
Computed, not measured: a gas-phase ion, C3H11N4 (charge +1), with ωB97M-V/def2-TZVPD.

```
18
C3H11N4 ωB97M-V/def2-TZVPD
H -0.96686 -1.50439 -1.90326
N -1.39707 -1.85207 -1.07036
C -1.38198 -1.32564 0.08344
N -2.33562 -1.67367 1.05208
N -0.43394 -0.41356 0.57773
N 0.42944 0.14194 -0.42055
C 0.04882 1.57312 -0.71346
C 1.83210 0.25310 0.09677
H -3.08107 -2.35504 0.85160
H -2.14296 -1.44359 2.07210
H -0.86948 0.21754 1.22637
H 0.17766 -0.45116 -1.20211
H 0.15393 2.11052 0.27851
H 0.61292 2.18231 -1.45603
H -0.98514 1.39807 -0.96982
H 1.81347 1.02412 0.94655
H 2.34582 -0.68871 0.30222
H 2.47810 0.76301 -0.59245
```

total charge	+1
molar mass	103.1	g mol⁻¹
SMILES string	[H]/N=C(/N)N[NH+](C)C
multiplicity	1
frontier orbital gap	0.38822	Ha
LUMO level	-3.1	eV

It is one that is the most stable of them.

## one
Computed, not measured: 2 unconnected molecules or ions with the total composition C2O4S, with ωB97M-V/def2-TZVPD.

```
7
C2O4S ωB97M-V/def2-TZVPD
O 2.40805 -1.42336 -0.01603
S 2.06707 -0.24587 0.65175
C 0.90524 0.82128 -0.40319
O 2.12263 1.14742 -0.50081
O -1.63846 -0.30858 0.85084
C -2.49019 -0.03963 0.07909
O -3.37435 0.04875 -0.66166
```

total charge	0
molar mass	120.1	g mol⁻¹
SMILES string	O=S1#CO1.O=C=O
multiplicity	1
frontier orbital gap	0.33882	Ha
LUMO level	-0.3	eV

## two
Computed, not measured: 2 unconnected molecules or ions with the total composition C2O4S, with ωB97M-V/def2-TZVPD.

```
7
C2O4S ωB97M-V/def2-TZVPD
C 0.09112 1.24099 -0.15640
C 0.62663 -1.32336 0.74081
O 1.09093 1.65033 -0.48180
O 0.24099 -1.89400 -0.15137
O 1.19005 -0.77753 1.59286
O -1.71693 0.21846 -1.45175
S -1.52279 0.88511 -0.09235
```

total charge	0
molar mass	120.1	g mol⁻¹
multiplicity	1
frontier orbital gap	0.30228	Ha
LUMO level	-1.0	eV

It is two that is the most stable of them.

## one
Computed, not measured: a molecular structure, C34H23FN5O9W, with ωB97M-V/def2-TZVPD.

```
73
C34H23FN5O9W ωB97M-V/def2-TZVPD
W -0.83577 -1.13484 -1.38656
O -1.79618 -0.32107 -5.46229
C -1.26580 -0.65622 -4.40749
N -1.52129 -0.17829 -3.15444
C -2.02491 1.11046 -2.97684
C -2.09384 2.11944 -3.93114
C -2.52922 3.38066 -3.55539
C -2.91011 3.63552 -2.24929
C -2.86133 2.63953 -1.28440
C -2.39903 1.37762 -1.63506
N -2.25167 0.25441 -0.80759
C -2.93657 0.14413 0.37952
O -3.59588 1.02033 0.94612
C -2.85755 -1.22925 0.88385
C -3.48538 -1.57809 2.08027
C -3.43833 -2.87152 2.53606
C -2.77033 -3.81576 1.73032
C -2.17884 -3.41636 0.55984
N -2.17652 -2.14360 0.09625
C -0.13658 -1.62003 -4.37182
C 0.30163 -2.27546 -5.51604
C 1.46266 -3.01961 -5.47180
C 2.20272 -3.02032 -4.28065
C 1.70638 -2.34335 -3.18992
N 0.53522 -1.69073 -3.18809
H -1.79229 1.91570 -4.94640
H -2.54447 4.17521 -4.28808
H -3.24872 4.62103 -1.96532
H -3.17315 2.83408 -0.27081
H -3.99401 -0.79146 2.61596
H -3.88713 -3.16035 3.47206
H -2.71450 -4.85086 2.03295
H -1.67096 -4.16559 -0.04213
H -0.29999 -2.17276 -6.40655
H 1.80802 -3.56547 -6.33610
H 3.14173 -3.54649 -4.20428
H 2.25544 -2.30377 -2.25539
C 3.37384 4.20005 2.00977
C 3.43048 2.93345 2.87325
C 3.00034 3.30014 4.29321
C 2.84984 2.04536 5.13882
C 1.80018 1.18014 4.50348
C 0.90514 0.45101 5.29268
C -0.05635 -0.32850 4.68423
F -0.92454 -1.01535 5.46970
C -0.14433 -0.43740 3.31516
C 0.75058 0.28158 2.50460
C 0.69997 0.13868 1.08067
O -0.11481 -0.71613 0.50545
C 1.64738 0.89845 0.33944
C 2.55316 1.70165 0.96997
N 2.56777 1.89066 2.32376
C 1.71071 1.13431 3.11521
C 1.65039 0.82557 -1.15715
O 2.60752 1.20821 -1.80766
O 0.54138 0.38005 -1.67694
H 3.77930 5.04295 2.56566
H 2.34039 4.42224 1.75618
H 3.93728 4.10725 1.08702
H 4.46382 2.55229 2.89879
H 2.04181 3.81974 4.24384
H 3.73618 3.97778 4.73016
H 2.56657 2.29487 6.16287
H 3.81035 1.52004 5.17699
H 0.96439 0.50364 6.36711
H -0.88735 -1.05826 2.84637
H 3.29963 2.20311 0.37826
O -1.30290 -4.71175 -3.28592
C -1.06791 -3.82573 -2.49521
O -1.71905 -2.70494 -2.37038
C 0.11689 -3.90150 -1.45741
O 0.75201 -4.91580 -1.25723
O 0.29651 -2.75474 -0.87410
```

total charge	-1
molar mass	848.4	g mol⁻¹
multiplicity	1
frontier orbital gap (spin up / spin down)	0.13428 / 0.16964	Ha
LUMO level (spin up / spin down)	1.2 / 1.4	eV

## two
Computed, not measured: a molecular structure, C34H23FN5O9W, with ωB97M-V/def2-TZVPD.

```
73
C34H23FN5O9W ωB97M-V/def2-TZVPD
W 1.55940 0.74878 -1.47764
O 2.61423 -3.41526 -1.71300
C 2.49133 -2.20792 -1.52428
N 1.40057 -1.43673 -1.65103
C 0.12451 -1.99741 -1.48897
C -0.16987 -3.32054 -1.16168
C -1.47527 -3.67562 -0.83337
C -2.49170 -2.73518 -0.84409
C -2.21578 -1.41918 -1.20518
C -0.91575 -1.05698 -1.53138
N -0.48868 0.22623 -1.91572
C -1.30441 1.00684 -2.63785
O -2.51069 0.86805 -2.85861
C -0.53804 2.10349 -3.28819
C -1.19107 3.03313 -4.08086
C -0.44911 4.00261 -4.72025
C 0.92794 3.99600 -4.54690
C 1.50253 3.04205 -3.73339
N 0.79077 2.09726 -3.10742
C 3.63888 -1.46373 -0.89278
C 4.82545 -2.10292 -0.58770
C 5.76169 -1.42714 0.17512
C 5.46896 -0.14896 0.62303
C 4.26915 0.43191 0.25374
N 3.38197 -0.21256 -0.50589
H 0.61637 -4.05748 -1.15988
H -1.68879 -4.70513 -0.57035
H -3.50655 -3.02098 -0.59271
H -2.99457 -0.67352 -1.25132
H -2.26533 2.95012 -4.15979
H -0.92627 4.75028 -5.34087
H 1.56545 4.72666 -5.02440
H 2.56817 3.04766 -3.58726
H 4.96377 -3.11322 -0.94405
H 6.70590 -1.89352 0.42646
H 6.16438 0.41261 1.23024
H 4.01111 1.44469 0.52794
C -3.43170 1.49163 4.50483
C -3.79553 0.78241 3.20443
C -4.55396 -0.52069 3.41539
C -3.68478 -1.53477 4.14556
C -2.34276 -1.66868 3.47280
C -1.58392 -2.80768 3.63815
C -0.36733 -2.94361 2.98303
F 0.32695 -4.08474 3.17083
C 0.12237 -1.97870 2.15082
C -0.62201 -0.80670 1.98017
C -0.14814 0.21127 1.04840
O 0.90091 -0.02425 0.40453
C -0.95048 1.36844 0.89631
C -2.11240 1.46390 1.59428
N -2.58627 0.50959 2.41846
C -1.85052 -0.64873 2.63672
C -0.53268 2.53538 0.04507
O -1.21652 3.55099 0.07441
O 0.56151 2.39791 -0.60580
H -4.32522 1.66526 5.10686
H -2.96494 2.45393 4.29376
H -2.72732 0.90007 5.09096
H -4.40435 1.44916 2.59230
H -4.84141 -0.91879 2.43953
H -5.46872 -0.31711 3.97402
H -4.17590 -2.50876 4.16374
H -3.55168 -1.23512 5.18934
H -1.93961 -3.61887 4.26160
H 1.04694 -2.10928 1.60613
H -2.71205 2.35862 1.47887
O 4.78278 0.95702 -4.04206
C 3.94934 1.09126 -3.17785
O 2.85398 0.38978 -3.06316
C 4.06498 2.19553 -2.08700
O 5.05068 2.89005 -1.97870
O 3.00911 2.25988 -1.32646
```

total charge	-1
molar mass	848.4	g mol⁻¹
multiplicity	1
frontier orbital gap (spin up / spin down)	0.18615 / 0.18619	Ha
LUMO level (spin up / spin down)	1.9 / 1.9	eV

It is two that is the most stable of them.

## one
Computed, not measured: 2 unconnected molecules or ions with the total composition C3H8P2, with ωB97M-V/def2-TZVPD.

```
13
C3H8P2 ωB97M-V/def2-TZVPD
C -1.98678 -0.12844 0.40466
C 2.95457 -0.06724 -0.48913
C 1.53520 0.17672 -0.51277
P -1.09667 -1.26539 1.34632
P -3.74286 -0.24158 0.22062
H -1.64761 0.89605 0.16565
H 3.37919 -0.81823 -1.16487
H 3.65743 0.75147 -0.92633
H 3.25093 -0.48846 0.47409
H 0.81556 0.42574 -1.43409
H 0.99609 -0.29780 0.32733
H -4.29303 -0.01747 1.60837
H -3.82202 1.07463 -0.01985
```

total charge	0
molar mass	106.0	g mol⁻¹
multiplicity	1
frontier orbital gap (spin up / spin down)	0.15864 / 0.13833	Ha
LUMO level (spin up / spin down)	-2.2 / -2.5	eV

## two
Computed, not measured: C3H8P2 in the gas phase, with ωB97M-V/def2-TZVPD.

```
13
C3H8P2 ωB97M-V/def2-TZVPD
C 0.73515 -1.69706 -0.48266
C 1.20753 -0.81025 0.35805
C 0.73528 0.75274 0.39816
P -0.94023 1.04685 -0.28520
P -1.95312 -0.67368 -0.06319
H 0.18434 -1.52752 -1.34569
H 0.96488 -2.70912 -0.22533
H 1.81089 -0.95899 1.22072
H 0.80985 1.00294 1.44777
H 1.36225 1.56110 -0.04096
H -0.78616 1.83255 -1.47356
H -0.94417 2.27153 0.41698
H -3.18651 -0.09110 0.07491
```

total charge	0
molar mass	106.0	g mol⁻¹
SMILES string	C=CC[PH2]=P
multiplicity	1
frontier orbital gap	0.30439	Ha
LUMO level	0.7	eV

It is two that is the most stable of them.

## one
Computed, not measured: 2 unconnected molecules or ions with the total composition C6H10N3O, with ωB97M-V/def2-TZVPD.

```
20
C6H10N3O ωB97M-V/def2-TZVPD
C -2.89201 -1.11301 0.11898
C -1.59221 -1.67325 0.18978
C -2.78318 0.24719 -0.11456
C -0.84656 -0.61346 -0.18862
C 1.75838 -0.22664 0.42539
C -0.90649 1.86854 -0.47462
N -1.46812 0.57117 -0.21352
N 2.28823 0.28380 1.49587
N 2.41023 -0.65259 -0.60594
O 3.81610 -0.52405 -0.73727
H -3.79469 -1.68683 0.19911
H -1.32501 -2.69545 0.34368
H -3.55816 0.97690 -0.24197
H -1.25128 2.25917 -1.43438
H -1.20457 2.56573 0.30953
H 0.18033 1.78970 -0.48827
H 1.73176 0.52733 2.29845
H 3.29645 0.40793 1.56968
H 1.94824 -0.92943 -1.46348
H 4.19255 -1.38276 -0.98785
```

total charge	+1
molar mass	140.2	g mol⁻¹
multiplicity	1
frontier orbital gap (spin up / spin down)	0.26117 / 0.26113	Ha
LUMO level (spin up / spin down)	-5.8 / -5.8	eV

## two
Computed, not measured: a molecular structure, C6H10N3O, with ωB97M-V/def2-TZVPD.

```
20
C6H10N3O ωB97M-V/def2-TZVPD
C -2.13767 1.19005 -0.45482
C -2.78822 -0.06157 -0.61437
C -0.90144 0.82788 0.12373
C 0.69142 -1.40779 0.10646
C 1.37739 0.98828 0.90133
C 1.74861 -0.36788 0.06239
N -2.10976 -0.97707 0.05877
N -0.94832 -0.46233 0.57809
N 0.21024 1.57282 0.36190
O 1.97625 0.05712 -1.29200
H -2.34160 2.22723 -0.75143
H -3.74438 -0.42337 -1.02484
H 0.39777 -1.88634 -0.78225
H 0.60886 -2.25028 0.89862
H 1.37905 0.62236 1.86904
H 2.32196 1.52057 0.83325
H 2.80712 -0.55667 0.25836
H -2.17847 -1.95964 -0.15166
H 0.25089 2.35457 -0.27879
H 1.16170 0.22429 -1.69125
```

total charge	+1
molar mass	140.2	g mol⁻¹
multiplicity	1
frontier orbital gap	0.33024	Ha
LUMO level	-4.2	eV

It is two that is the most stable of them.

## one
Computed, not measured: C8H13NO in the gas phase, with ωB97M-V/def2-TZVPD.

```
23
C8H13NO ωB97M-V/def2-TZVPD
H 2.51493 0.06761 -1.22211
N 1.56175 0.07318 -1.76833
C 0.71625 -0.06355 -0.84396
O 1.38601 -0.10976 0.44415
C -0.78206 -0.02779 -0.91058
C -1.32330 1.27700 -0.35652
C -2.61402 1.62324 -0.38580
C -3.72698 0.77872 -0.95072
C -3.87634 -0.60023 -0.29434
C -2.79461 -1.61540 -0.66285
C -1.36991 -1.28161 -0.22170
H 0.71901 -0.01580 1.13465
H -1.02160 -0.08839 -1.98402
H -0.60897 1.96081 0.11122
H -2.88803 2.59116 0.04301
H -3.56556 0.63763 -2.03474
H -4.67345 1.32677 -0.85174
H -4.84873 -1.01997 -0.59361
H -3.91328 -0.47759 0.80038
H -2.79925 -1.76228 -1.75612
H -3.06425 -2.58861 -0.22502
H -0.72994 -2.14460 -0.46015
H -1.34116 -1.15451 0.87272
```

total charge	0
molar mass	139.2	g mol⁻¹
SMILES string	[H]/N=C(\O)[C@@H]1C=CCCCC1
multiplicity	1
frontier orbital gap	0.38183	Ha
LUMO level	0.8	eV

## two
Computed, not measured: C8H13NO in the gas phase, with ωB97M-V/def2-TZVPD.

```
23
C8H13NO ωB97M-V/def2-TZVPD
C -2.64189 0.51796 0.28195
C -1.35064 -0.05255 -0.21926
C -1.45327 -0.97999 -1.50136
C -0.16082 0.17794 0.37956
C -0.09966 0.81006 1.70474
C 1.13929 -0.42060 0.07718
C 1.90036 -0.61787 -1.00136
C 3.04655 -1.62851 -1.05004
N 1.55490 0.01773 -2.25344
O 2.23827 -0.00392 -3.26493
H -2.78563 1.40610 -0.23204
H -2.40938 0.68871 1.31975
H -3.40770 -0.16731 0.15759
H -1.58318 -0.41637 -2.33791
H -2.12403 -1.75705 -1.29430
H -0.43144 -1.48732 -1.58498
H -0.84330 0.31426 2.36980
H -0.27408 1.92329 1.67871
H 0.95114 0.76035 2.19569
H 1.67699 -0.92317 0.93147
H 3.25293 -2.18260 -0.07384
H 4.05096 -1.25029 -1.46927
H 2.87076 -2.48108 -1.86740
```

total charge	0
molar mass	139.2	g mol⁻¹
SMILES string	CC(C)=C(C)/C=C(/C)N=O
multiplicity	1
frontier orbital gap (spin up / spin down)	0.28875 / 0.28877	Ha
LUMO level (spin up / spin down)	-0.5 / -0.5	eV

It is one that is the most stable of them.